1.
38
Properties=species:S:1:pos:R:3:forces:R:3:nbo_charge:R:1 method="wB97M-V/def2-TZVPD" orbital_gap_ev=7.61 multiplicity=1 homo_ev=-4.62 energy_ha=-1144.93243 charge=-1 e_above_lowest_kj_mol=0.0
Ag 15.778477 1.692952 -10.718655 -0.14 -0.19 -1.50 0.8879
F 15.224253 2.546104 -12.845723 -0.06 -0.03 0.87 -0.9565
N 15.374455 -1.174761 -10.064086 -0.33 -0.42 -0.45 0.7057
O 16.329740 -0.626279 -10.694836 -0.06 -0.15 0.41 -0.6112
O 15.287886 -2.412480 -10.028886 0.17 0.60 0.16 -0.5027
O 14.504754 -0.448874 -9.527798 0.41 -0.07 0.09 -0.5533
C 17.200634 0.875315 -7.804935 0.01 0.04 0.28 -0.2495
O 16.590252 2.051806 -8.304291 -0.06 0.16 0.08 -0.5601
C 15.388177 2.339644 -7.639427 -1.21 -0.04 -0.26 -0.0835
C 14.623686 3.479684 -8.308711 0.72 0.81 -0.29 -0.0629
O 14.375289 3.298427 -9.682457 0.15 -0.85 0.48 -0.5683
C 14.097844 4.429298 -10.461460 -0.11 1.04 0.28 -0.2474
H 16.499357 0.038992 -7.775139 -0.08 0.02 -0.13 0.1984
H 17.568444 1.065908 -6.790059 0.08 -0.08 0.05 0.1512
H 18.031947 0.614194 -8.453431 -0.01 0.07 -0.10 0.2006
H 15.539948 2.685110 -6.607961 0.28 -0.10 0.09 0.1567
H 14.735629 1.458871 -7.594115 0.21 -0.17 -0.16 0.1990
H 15.254850 4.371854 -8.178818 -0.17 0.17 -0.03 0.1577
H 13.672589 3.636318 -7.791310 0.01 0.00 0.24 0.1699
H 13.821329 4.072023 -11.449094 0.04 -0.02 -0.05 0.2589
H 14.941967 5.127804 -10.554262 0.37 -0.45 -0.04 0.1579
H 13.333577 5.065357 -9.987750 -0.38 -0.39 -0.11 0.1403
C 19.304535 1.739281 -15.163166 -0.58 1.08 -0.59 -0.2531
O 18.210997 1.469804 -14.332240 0.08 -0.68 -0.51 -0.5016
C 18.526564 0.661745 -13.231120 0.50 0.45 0.92 -0.0788
C 19.096874 1.478729 -12.062078 -0.10 -0.55 0.25 -0.0796
O 18.144842 2.424171 -11.661699 -0.13 0.18 -0.02 -0.5318
C 18.578750 3.314187 -10.668528 0.15 0.04 -0.19 -0.2417
H 18.913052 2.234293 -16.060175 -0.17 0.00 0.17 0.1844
H 19.836344 0.870908 -15.564375 0.18 -0.25 0.58 0.1556
H 19.948792 2.493662 -14.699523 0.51 -0.35 0.03 0.1572
H 19.290669 -0.093398 -13.466455 -0.11 -0.07 -0.22 0.1464
H 17.628515 0.153281 -12.879776 -0.13 0.15 -0.16 0.2350
H 20.062365 1.955134 -12.285261 -0.08 0.19 -0.31 0.1465
H 19.315237 0.778107 -11.238985 -0.09 -0.07 0.01 0.1617
H 19.522889 3.782798 -10.973384 0.09 0.04 0.12 0.1505
H 18.695802 2.828132 -9.695340 0.11 -0.08 0.04 0.1649
H 17.823489 4.091888 -10.567404 -0.08 -0.04 -0.05 0.1956

2.
69
Properties=species:S:1:pos:R:3:forces:R:3:nbo_charge:R:1 method="wB97M-V/def2-TZVPD" orbital_gap_ev=8.50 multiplicity=1 homo_ev=-8.04 energy_ha=-2156.38488 smiles="O=C(CNC(=S)N(CCCN1CCOCC1)Cc1cccs1)NCCCN1CCOCC1" e_above_lowest_kj_mol=12.2
O -1.918795 -2.814154 -0.695588 -0.31 -0.17 -0.33 -0.6476
C -1.179551 -2.395861 0.174689 -0.10 0.15 0.68 0.6669
N 0.158539 -2.430159 0.126084 0.50 -0.17 0.01 -0.6332
H 0.676487 -1.937225 0.845703 -0.24 0.03 0.02 0.4248
C 0.898458 -2.843316 -1.048196 -0.05 0.00 -0.33 -0.2188
C 2.207610 -2.066270 -1.140018 0.07 -0.17 0.21 -0.4370
H 2.592809 -2.125340 -2.158779 0.00 0.04 -0.03 0.2089
H 2.007261 -1.016610 -0.915374 -0.02 0.09 -0.08 0.2167
C 3.255181 -2.619901 -0.153710 -0.08 0.11 -0.17 -0.2049
N 4.356151 -1.743618 0.182646 0.15 -0.01 0.07 -0.4510
C 3.996960 -0.634900 1.049691 0.26 0.20 0.01 -0.2627
C 5.275575 0.071703 1.496523 -0.35 -0.11 0.21 -0.0714
O 6.029006 0.528975 0.394879 0.03 0.18 -0.04 -0.5335
C 6.360289 -0.546132 -0.451510 -0.05 -0.26 -0.36 -0.0690
C 5.105678 -1.257624 -0.960211 0.25 0.14 0.17 -0.2527
H 5.392009 -2.107770 -1.583391 0.02 0.01 -0.07 0.2013
H 4.521586 -0.546041 -1.568104 0.03 -0.07 -0.02 0.1722
H 6.929237 -0.121231 -1.280906 0.00 -0.08 0.03 0.1883
H 6.987641 -1.268152 0.092456 -0.02 0.04 -0.07 0.1661
H 5.037144 0.952939 2.093640 0.00 -0.05 0.04 0.1902
H 5.883076 -0.624106 2.094095 -0.04 0.06 0.00 0.1666
H 3.470752 -1.019010 1.925224 -0.02 0.01 0.03 0.2080
H 3.345503 0.097089 0.549405 -0.03 -0.08 0.08 0.1936
H 2.765399 -2.880044 0.788211 -0.01 -0.11 0.01 0.1918
H 3.684094 -3.537010 -0.571608 -0.12 -0.06 0.06 0.1934
H 1.101861 -3.920016 -0.999799 -0.04 0.03 -0.11 0.1885
H 0.264193 -2.661211 -1.921581 0.09 -0.09 0.10 0.2203
C -1.712843 -1.665479 1.416241 0.13 -0.28 -0.17 -0.3100
N -1.820367 -0.267847 1.067575 -0.07 0.28 -0.22 -0.6377
C -0.785820 0.582933 1.158236 -0.04 -0.03 0.29 0.3403
N -0.912127 1.806636 0.588167 -0.09 -0.19 0.10 -0.4418
C -1.881704 2.106299 -0.446269 -0.47 0.29 -0.08 -0.2299
H -2.161039 1.188176 -0.967410 0.07 0.03 -0.04 0.2177
C -3.136284 2.825875 0.066414 0.00 -0.27 -0.07 -0.4093
H -2.837574 3.651447 0.715235 -0.01 0.07 -0.06 0.2183
H -3.652254 3.257195 -0.792586 -0.01 0.08 -0.01 0.2076
C -4.097481 1.933094 0.854809 0.06 0.17 -0.01 -0.2245
N -4.376893 0.664640 0.190888 -0.19 0.12 -0.01 -0.4743
C -5.055500 0.825299 -1.091051 -0.02 -0.32 -0.19 -0.2520
C -5.278802 -0.549672 -1.724818 0.12 0.35 -0.15 -0.0790
O -6.059937 -1.369861 -0.891714 -0.19 -0.03 -0.04 -0.5177
C -5.403211 -1.549746 0.340143 0.07 0.10 0.38 -0.0878
C -5.183970 -0.206319 1.040789 -0.10 -0.35 -0.13 -0.2518
H -4.663819 -0.360667 1.989024 0.00 0.01 0.03 0.2073
H -6.165571 0.251058 1.250464 0.07 0.00 0.04 0.1794
H -6.044655 -2.193062 0.944510 0.09 0.03 0.02 0.1976
H -4.437695 -2.047520 0.168314 -0.06 0.00 0.05 0.1882
H -5.823634 -0.450642 -2.664856 0.09 0.02 0.02 0.1968
H -4.306075 -1.028948 -1.912011 -0.06 0.05 -0.03 0.1822
H -4.440844 1.427813 -1.760116 -0.03 0.03 -0.03 0.2031
H -6.030115 1.324466 -0.957306 0.06 0.03 -0.02 0.1766
H -3.650607 1.695697 1.824683 -0.05 0.01 0.01 0.2074
H -5.026419 2.498272 1.043176 0.06 -0.09 0.05 0.1840
H -1.388943 2.753756 -1.177131 -0.05 -0.10 0.02 0.2166
C 0.139563 2.783131 0.791195 0.18 0.21 0.18 -0.2518
C 1.352499 2.529903 -0.052271 0.02 -0.02 -0.38 -0.1771
C 2.656003 2.714778 0.282396 -0.32 0.10 -0.05 -0.2589
C 3.554576 2.390672 -0.762334 0.06 0.05 -0.22 -0.2496
C 2.918009 1.960019 -1.877421 -0.31 0.00 -0.12 -0.4215
S 1.206503 1.946733 -1.682392 0.37 0.13 0.45 0.3970
H 3.334235 1.643930 -2.813482 0.17 -0.07 -0.16 0.2350
H 4.623682 2.445540 -0.664425 0.19 -0.03 -0.02 0.2449
H 2.970600 3.057113 1.251591 0.01 0.04 0.25 0.2256
H -0.277591 3.771845 0.570805 -0.03 -0.11 0.02 0.2114
H 0.444855 2.764201 1.841807 -0.06 0.09 -0.19 0.2513
S 0.599117 0.180364 2.001885 0.60 -0.08 0.57 -0.3310
H -2.653418 -0.008124 0.534988 -0.09 0.03 -0.05 0.4449
H -2.703004 -2.041656 1.674074 0.08 -0.03 -0.09 0.2152
H -1.035627 -1.776339 2.265698 -0.17 0.03 -0.07 0.2418

3.
20
Properties=species:S:1:pos:R:3:forces:R:3:nbo_charge:R:1 method="wB97M-V/def2-TZVPD" orbital_gap_ev=11.45 multiplicity=1 homo_ev=-14.44 energy_ha=-253.38632 charge=+1 e_above_lowest_kj_mol=83.8
C 1.993205 0.895726 0.983997 -0.03 -0.06 0.20 -0.6394
C 0.622543 0.487468 1.471169 -0.25 0.12 0.18 -0.2172
N 0.088423 -0.662620 0.659742 -0.24 0.18 0.39 -0.5178
C -1.324307 -1.037447 0.996276 0.40 0.30 0.17 -0.4158
H 1.963145 1.247082 -0.046417 0.07 0.00 -0.02 0.2274
H 2.361122 1.699305 1.616628 0.00 0.12 -0.05 0.2596
H 2.705804 0.076672 1.084139 0.02 -0.04 -0.13 0.2255
H 0.625818 0.164611 2.512836 0.08 -0.09 -0.06 0.2251
H -0.111091 1.295174 1.405135 0.09 -0.08 -0.19 0.2256
H 0.693744 -1.465887 0.817105 0.10 -0.05 -0.18 0.4281
H 0.126418 -0.401215 -0.336668 0.00 -0.14 -0.06 0.4605
H -1.423663 -1.070077 2.074388 0.06 -0.14 0.14 0.2344
H -1.543478 -2.002333 0.563444 -0.16 -0.10 -0.14 0.2389
H -1.970630 -0.255514 0.622427 -0.16 0.01 -0.22 0.2344
C -0.560275 -0.438274 -2.446710 0.50 -0.23 -0.08 -0.4498
C -1.047322 0.784963 -2.328038 -0.13 0.12 0.08 -0.3588
H -1.131647 -1.331347 -2.239456 -0.22 -0.05 0.00 0.2047
H 0.451626 -0.595305 -2.805746 -0.02 -0.02 -0.06 0.2132
H -2.065000 0.960553 -2.011436 -0.12 0.06 0.02 0.2067
H -0.454434 1.648464 -2.592816 0.02 0.10 0.01 0.2147

4.
46
Properties=species:S:1:pos:R:3:forces:R:3:nbo_charge:R:1 method="wB97M-V/def2-TZVPD" orbital_gap_ev="6.32 / 6.96" multiplicity=3 homo_ev="-18.95 / -19.49" energy_ha=-2130.51124 s2=2.02 charge=+3 e_above_lowest_kj_mol=127.5
C -3.898561 1.665153 -5.496375 0.56 1.72 0.54 -0.8166
C -3.991946 0.459437 -4.726144 -2.53 -7.13 -2.25 0.9022
H -4.700839 1.722540 -6.280216 0.51 -0.49 0.66 0.3756
H -2.873264 1.693671 -5.926317 -0.50 -0.11 0.03 0.3439
H -3.975759 2.531321 -4.816885 -0.05 -0.10 -0.34 0.3246
O -4.275396 -0.682086 -4.690310 1.65 5.99 0.73 -0.2262
I -2.755637 0.785828 -2.130020 -1.39 0.00 -0.25 0.0725
W -0.573719 0.347792 -0.824168 -0.72 4.15 0.00 0.4786
P 1.110936 -1.071655 -1.368085 3.33 -3.24 -1.60 1.0060
C 1.200087 -2.873648 -1.058591 -0.13 -0.40 0.62 -0.9317
C 0.822109 -1.101742 -3.161021 -0.15 0.07 -0.57 -0.9404
H 2.839602 0.642747 -1.322609 0.00 0.04 -0.20 0.2710
H 3.495864 -0.889430 -1.951655 -0.38 -0.09 -0.10 0.2979
H 3.242065 -0.647860 -0.226853 -0.15 -0.05 -0.13 0.2776
C 2.825888 -0.442276 -1.210606 -0.06 0.50 0.45 -0.9253
H 0.337828 -0.186262 -3.520982 0.14 -0.13 -0.20 0.2495
H 1.812545 -1.190685 -3.633446 -0.33 0.07 0.00 0.3005
H 1.762336 -3.366158 -1.874739 -0.22 0.46 0.25 0.2969
H 0.196266 -3.328393 -1.007704 0.35 0.22 -0.11 0.2664
H 0.218455 -1.984670 -3.424654 0.11 0.40 0.09 0.2799
H 1.718731 -3.113391 -0.119827 -0.14 0.18 -0.18 0.2785
C -1.741431 -1.322766 -0.404303 -3.51 -5.04 1.43 0.4973
O -2.455132 -2.218329 -0.162318 3.25 3.97 -1.01 -0.3253
Cl -0.066955 2.554538 -1.188543 0.36 -0.92 -0.25 -0.1477
C 2.590248 -0.724676 2.252695 0.67 -0.17 -0.17 -0.6296
C 1.070864 -0.780160 2.363200 0.39 -0.74 -0.25 -0.7105
P -0.088675 0.396795 1.518417 0.47 -0.70 2.71 1.0328
C -1.529703 -0.042438 2.616619 -0.50 0.37 -0.60 -0.6672
C -1.554338 0.626672 3.994366 -0.06 0.17 0.34 -0.6234
C 0.665293 2.048764 1.718626 -0.05 0.86 0.15 -0.7140
C 1.196771 2.197870 3.130736 0.14 0.01 0.43 -0.6276
H 2.945323 -1.293195 1.390003 -0.02 0.19 0.19 0.1981
H 3.043971 -1.246982 3.111271 -0.32 0.26 -0.18 0.2763
H 3.023362 0.283359 2.238087 -0.11 -0.32 -0.15 0.2299
H 0.743388 -1.758824 1.981085 -0.07 0.06 0.35 0.2435
H 0.841573 -0.762302 3.441946 -0.47 0.24 -0.52 0.2853
H -2.441196 0.115594 2.028389 -0.07 0.29 0.35 0.2388
H -1.467713 -1.131425 2.738865 0.22 0.11 -0.14 0.2625
H -1.598768 1.725637 3.948545 -0.05 -0.45 -0.07 0.2317
H -2.449246 0.293775 4.540555 0.26 0.02 -0.25 0.2749
H -0.679909 0.328017 4.596839 -0.39 0.17 -0.23 0.2287
H 1.472487 2.180247 0.974962 -0.34 -0.29 0.29 0.2629
H -0.069184 2.841172 1.514549 0.04 -0.36 -0.10 0.2745
H 1.928270 1.415892 3.321514 -0.06 0.25 0.40 0.2166
H 1.700706 3.163232 3.247360 -0.13 -0.14 -0.09 0.2750
H 0.382407 2.139299 3.857759 0.46 0.10 -0.08 0.2353